Density functional theory data (ωB97M-V with the def2-TZVPD basis set) for one molecule with the formula C4H5N3.

Properties
lowest unoccupied orbital energy (alpha / beta) = -1.907 / -0.674 eV
charge = 0
HOMO level (alpha / beta) = -0.354 / -0.372 Eh
frontier orbital gap (alpha / beta) = 7.72 / 9.44 eV
ΔE to the lowest compared entry with this formula, charge and spin = 685.1 kJ/mol

Each line ends with the Mulliken charge.
CARTESIAN COORDINATES (ANGSTROEM)
C 0.9528 -2.6972 0.4407  -0.238
C 0.0761 -1.6950 0.1940  -0.091
C -0.9453 0.7644 -0.3964  -0.961
C 0.5084 0.9125 0.0866  -0.195
N 2.1227 -2.1396 0.8377  -0.327
N 2.1199 -0.8543 0.7488  -0.566
N 0.9076 -0.5141 0.3550  0.659
H 0.5847 -3.6661 0.6656  0.349
H -0.9008 0.2739 -1.3256  0.416
H -1.7685 0.7300 0.2311  0.420
H 1.0610 1.4380 -0.7251  0.263
H 0.6030 1.3458 1.1732  0.271

Cartesian forces (eV/Å) of the 3 atoms listed first:
C -1.4 0.3 0.8
C 2.1 3.9 -0.1
C 3.2 -0.2 0.2

Density functional theory data (ωB97M-V with the def2-TZVPD basis set) for one molecule with the formula C8H15NOS2.

Properties
lowest unoccupied orbital energy = 0.574 eV
charge = 0
HOMO level = -0.292 Eh
SMILES string = NC(=O)CCCC[C@H]1CCSS1
frontier orbital gap = 8.51 eV
ΔE to the lowest compared entry with this formula, charge and spin = 3.0 kJ/mol

Each line ends with the Mulliken charge.
CARTESIAN COORDINATES (ANGSTROEM)
N 1.6759 2.2998 3.3636  -0.381
C 1.5636 0.9566 3.4997  0.439
O 2.2956 0.3187 4.2192  -0.621
C 0.4667 0.3379 2.6507  -0.618
C 0.9569 0.1551 1.2112  -0.684
C -0.0901 -0.5419 0.3449  -0.494
C 0.3961 -0.6915 -1.0959  -0.698
C -0.5375 -1.5363 -1.9534  -0.289
C -1.9096 -0.9289 -2.2320  -0.778
C -1.7769 0.2951 -3.1305  -0.608
S -0.3148 0.1056 -4.2398  -0.152
S 0.1731 -1.7998 -3.6243  -0.095
H 1.0740 2.8325 2.7628  0.197
H 2.4020 2.7801 3.8683  0.228
H -0.4237 0.9693 2.6688  0.344
H 0.2187 -0.6349 3.0758  0.370
H 1.1980 1.1283 0.7764  0.326
H 1.8726 -0.4389 1.2233  0.295
H -1.0162 0.0369 0.3699  0.299
H -0.3025 -1.5294 0.7604  0.286
H 1.3761 -1.1741 -1.0910  0.394
H 0.5197 0.2950 -1.5477  0.384
H -0.6397 -2.5365 -1.5272  0.457
H -2.5183 -1.6822 -2.7367  0.367
H -2.4092 -0.6563 -1.3015  0.309
H -1.5938 1.2045 -2.5597  0.298
H -2.6566 0.4353 -3.7551  0.426

Cartesian forces (eV/Å) of the 3 atoms listed first:
N 0.1 0.5 0.0
C -0.5 0.0 -0.2
O 0.3 -0.3 0.2

Density functional theory data (ωB97M-V with the def2-TZVPD basis set) for an isolated ion of composition C8H17N2O2 and charge +1.

Properties
lowest unoccupied orbital energy = -3.324 eV
charge = +1
HOMO level = -0.490 Eh
frontier orbital gap = 10.00 eV
ΔE to the lowest compared entry with this formula, charge and spin = 591.3 kJ/mol

Each line ends with the Mulliken charge.
CARTESIAN COORDINATES (ANGSTROEM)
C -1.3201 0.5426 -0.2020  0.175
C 0.5878 1.9481 -0.9258  -0.784
C 0.6176 0.4956 -0.9400  -0.032
C 2.9067 -0.2529 -0.3644  -1.668
C 1.0284 -1.7497 -0.0072  -1.611
C 1.3325 0.1167 1.5092  -1.479
C -3.4825 -0.4408 0.6219  -0.877
C 1.4681 -0.2716 0.0118  1.538
N -1.4162 1.7491 0.1739  0.010
N -2.3378 -0.3577 -0.2759  0.068
O -0.2841 2.4960 0.0026  -0.333
O -1.9523 -1.5116 -1.0438  -0.384
H 1.4993 2.4072 -0.7224  0.427
H 0.3359 2.4166 -1.9150  0.309
H 0.5421 0.1594 -2.0227  0.490
H 3.3009 0.6742 0.1139  0.427
H 3.2417 -0.2710 -1.4333  0.353
H 3.4386 -1.1065 0.1487  0.383
H 0.0182 -1.6467 0.3152  0.424
H 1.1312 -2.2663 -0.9423  0.377
H 1.5425 -2.3440 0.7702  0.485
H 1.9060 -0.7365 2.0326  0.405
H 0.3083 -0.0657 1.7540  0.444
H 1.5548 1.1209 1.9316  0.309
H -3.6376 0.5169 1.0388  0.351
H -4.4479 -0.7916 0.1176  0.301
H -3.3132 -1.3615 1.1972  0.312
H -2.0124 2.2242 0.8183  0.240
H -2.5564 -1.6934 -1.7626  0.339

Cartesian forces (eV/Å) of the 3 atoms listed first:
C 0.3 -3.3 -2.6
C -1.0 1.7 -2.5
C -2.9 -0.8 -0.6

Density functional theory data (ωB97M-V with the def2-TZVPD basis set) for a 6-piece molecular cluster, C6H22NO6 overall.

Properties
lowest unoccupied orbital energy = 3.176 eV
charge = -1
HOMO level = -0.186 Eh
frontier orbital gap = 8.24 eV
ΔE to the lowest compared entry with this formula, charge and spin = 73.2 kJ/mol

Each line ends with the Mulliken charge.
CARTESIAN COORDINATES (ANGSTROEM)
C 0.9347 -0.4863 1.6705  -1.256
N 1.2422 0.5031 0.6126  0.253
C 1.9220 1.6500 1.2040  -0.783
C 0.9639 2.8937 1.1118  -0.489
C -0.3165 2.3649 0.4858  -1.050
C 0.0248 0.9986 -0.1420  0.909
C 0.3031 0.8833 -1.6525  -0.840
O -0.7799 0.3041 -2.3095  -0.926
H 0.4272 -1.2721 1.1169  0.249
H 0.4172 -0.0492 2.5108  0.470
H 1.8318 -1.0644 1.9492  0.305
H 2.1763 1.5265 2.2524  0.332
H 2.8395 2.0923 0.7421  0.292
H 1.4988 3.6251 0.4855  0.266
H 0.7724 3.3615 2.1037  0.282
H -1.1190 2.3185 1.2301  0.366
H -0.8363 2.9476 -0.3078  0.395
H -0.7215 0.2313 0.0815  -0.152
H 1.1789 0.2435 -1.8764  0.166
H 0.5583 1.9036 -1.9739  0.369
H -0.6685 -1.1013 -2.0583  0.506
H 0.3513 -2.1541 -1.1779  0.223
O -0.4983 -2.0803 -1.6160  -0.789
H 3.6168 -0.7052 -1.3797  0.311
H 3.3345 0.5211 -0.4688  0.371
O 4.0257 -0.0156 -0.8627  -0.705
H -2.7354 -2.6413 -0.5452  0.351
H -3.5970 0.1138 -2.2160  0.244
O -3.0805 -0.0056 -1.4088  -0.744
H -1.8227 -2.7303 1.8571  0.518
H -0.8421 -2.2743 3.0376  0.285
O -1.6643 -2.7311 2.8321  -0.709
H -2.1210 0.1765 -1.8099  0.420
H -1.5915 -1.9988 -0.0565  0.310
O -2.3296 -2.5493 0.3252  -0.750

Cartesian forces (eV/Å) of the 3 atoms listed first:
C 1.0 -0.6 -2.1
N 0.7 0.5 0.9
C -0.3 2.0 0.2

Density functional theory data (ωB97M-V with the def2-TZVPD basis set) for C3H5N7O as an isolated structure.

Properties
lowest unoccupied orbital energy = 0.480 eV
charge = 0
HOMO level = -0.340 Eh
frontier orbital gap = 9.73 eV
ΔE to the lowest compared entry with this formula, charge and spin = 231.4 kJ/mol

Each line ends with the Mulliken charge.
CARTESIAN COORDINATES (ANGSTROEM)
C 0.1620 -0.5965 0.8172  -0.060
C -0.6245 -0.9046 -0.3519  0.671
C 1.4357 0.1060 0.7383  0.721
N -0.2970 -1.2468 1.8580  -0.664
N -1.6064 -1.6809 0.0426  -0.666
N -1.3039 -1.9708 1.3299  0.306
N -0.5112 -0.2148 -1.4856  -0.364
N 1.5870 0.9518 -0.3212  0.111
N 0.5641 1.2212 -1.2508  -0.406
N -0.2996 2.1051 -0.7575  -0.377
O 2.2853 -0.0215 1.5773  -0.593
H -1.7921 -2.5094 1.9210  0.176
H -0.2515 -0.7867 -2.3245  0.296
H 2.4417 1.3815 -0.4973  0.246
H -0.7746 1.7078 0.1790  0.302
H -1.0151 2.4587 -1.4744  0.301

Cartesian forces (eV/Å) of the 3 atoms listed first:
C -0.2 -0.3 -1.5
C 0.3 0.5 3.4
C -0.3 0.6 1.1

Density functional theory data (ωB97M-V with the def2-TZVPD basis set) for a 8-piece molecular cluster, C24H45FO24 overall.

Properties
lowest unoccupied orbital energy = 0.474 eV
charge = 0
HOMO level = -0.395 Eh
SMILES string = O=C1OC[C@@H](F)O1.COC(=O)OC.COC(=O)OC.COC(=O)OC.COC(=O)OC.COC(=O)OC.COC(=O)OC.COC(=O)OC
frontier orbital gap = 11.23 eV
ΔE to the lowest compared entry with this formula, charge and spin = 6.7 kJ/mol

Each line ends with the Mulliken charge.
CARTESIAN COORDINATES (ANGSTROEM)
O 0.4384 -1.7047 -0.3740  -0.581
C 0.2996 -0.6371 0.1168  0.878
O -0.7297 0.1995 -0.1395  -0.291
C -0.8621 1.1138 0.9407  -0.008
C 0.5972 1.1863 1.4242  0.442
F 0.7375 1.1987 2.7819  -0.263
O 1.1305 -0.0554 1.0088  -0.360
H -1.1136 2.0822 0.5042  -0.138
H -1.6418 0.8844 1.6655  0.162
H 1.0621 2.0778 1.0089  0.161
C 4.6460 0.7570 9.0299  -0.691
O 4.0042 1.1273 7.8333  -0.330
C 2.9898 0.3489 7.4338  0.760
O 2.5941 -0.6364 7.9879  -0.555
O 2.5192 0.8567 6.2997  -0.309
C 1.4152 0.1670 5.7150  -0.760
H 4.8617 1.6368 9.6414  0.245
H 5.6380 0.3608 8.7930  0.258
H 4.1011 0.0590 9.6571  0.340
H 1.7769 -0.7677 5.2808  0.357
H 0.9155 0.8449 5.0426  0.287
H 0.7284 -0.2038 6.4822  0.392
C -1.8977 4.9914 -0.8226  -0.507
O -3.1457 5.1164 -0.1629  -0.306
C -4.0871 5.9688 -0.5471  0.749
O -5.0167 6.2560 0.1427  -0.556
O -3.8738 6.4392 -1.7923  -0.325
C -4.9005 7.2130 -2.3505  -0.683
H -1.7565 5.8242 -1.5053  0.337
H -1.7750 4.0211 -1.2993  0.176
H -1.0718 5.0792 -0.1108  0.242
H -5.2037 8.0193 -1.6790  0.311
H -5.8078 6.6608 -2.6094  0.285
H -4.5747 7.6755 -3.2807  0.269
C -1.7845 0.0263 -3.1802  -0.314
O -3.1230 0.4744 -3.4723  -0.411
C -3.2439 1.6328 -4.0959  0.817
O -2.3370 2.3610 -4.4169  -0.604
O -4.5398 1.8646 -4.2855  -0.359
C -4.8823 3.0590 -4.9809  -0.646
H -1.1966 0.8733 -2.8312  0.214
H -1.3934 -0.3435 -4.1258  0.420
H -1.8837 -0.7025 -2.3918  0.072
H -5.4098 2.8167 -5.8967  0.254
H -4.0069 3.6893 -5.1230  0.349
H -5.5349 3.6445 -4.3264  0.220
C 5.3737 0.7148 -1.2313  -0.464
O 4.9979 1.2945 0.0411  -0.368
C 3.8990 2.0335 0.0559  0.869
O 3.0258 2.0849 -0.7655  -0.544
O 3.7962 2.7346 1.1824  -0.325
C 4.7421 2.5194 2.2341  -0.694
H 4.6959 -0.0793 -1.5417  0.102
H 6.3528 0.2776 -1.0791  0.285
H 5.3527 1.5154 -1.9669  0.314
H 4.7882 1.4828 2.5647  0.287
H 4.3810 3.1010 3.0796  0.263
H 5.7280 2.8672 1.9335  0.306
C 3.5690 -4.3473 -4.2254  -0.742
O 2.5636 -3.3695 -3.9541  -0.284
C 2.9646 -2.2097 -3.4593  0.813
O 4.0751 -1.9368 -3.0794  -0.624
O 1.9154 -1.3940 -3.4277  -0.207
C 2.1811 -0.0861 -2.9319  -0.475
H 3.3134 -5.2412 -3.6554  0.250
H 4.5388 -4.0290 -3.8509  0.334
H 3.5860 -4.5528 -5.2902  0.272
H 2.8844 0.4731 -3.5457  0.465
H 2.4110 -0.1271 -1.8728  0.093
H 1.2562 0.4829 -3.0399  0.086
C -2.3778 -0.7842 4.8221  -0.687
O -2.2376 -1.1973 3.4659  -0.171
C -2.6190 -2.4399 3.1556  0.693
O -2.9736 -3.2969 3.9153  -0.574
O -2.4646 -2.5628 1.8487  -0.209
C -2.4898 -3.8888 1.3306  -0.537
H -3.0912 -1.4239 5.3361  0.406
H -2.7213 0.2460 4.8134  0.256
H -1.4140 -0.8502 5.3239  0.156
H -2.1803 -3.9350 0.2893  -0.011
H -3.4877 -4.2970 1.4788  0.340
H -1.7483 -4.5140 1.8382  0.341
C -1.9920 -7.9784 -2.6427  -0.682
O -2.1247 -6.6516 -2.1143  -0.326
C -1.1846 -5.8024 -2.5102  0.802
O -0.1013 -6.0803 -2.9393  -0.562
O -1.6629 -4.5633 -2.3573  -0.319
C -0.9319 -3.4519 -2.8541  -0.142
H -2.8057 -8.5484 -2.2117  0.223
H -1.0138 -8.3977 -2.4213  0.301
H -2.1120 -7.9257 -3.7265  0.315
H -1.2654 -3.2229 -3.8715  0.351
H 0.1443 -3.5952 -2.8943  0.384
H -1.1979 -2.6035 -2.2396  -0.360

Cartesian forces (eV/Å) of the 3 atoms listed first:
O 0.3 -0.1 -0.2
C -0.4 0.2 0.1
O -0.7 -0.6 0.1

Density functional theory data (ωB97M-V with the def2-TZVPD basis set) for an isolated ion of composition C3H8IN2O and charge +1.

Properties
lowest unoccupied orbital energy = -3.940 eV
charge = +1
HOMO level = -0.517 Eh
SMILES string = C[NH2+][C@@H](I)C(N)=O
frontier orbital gap = 10.12 eV
ΔE to the lowest compared entry with this formula, charge and spin = 0.0 kJ/mol

Each line ends with the Mulliken charge.
CARTESIAN COORDINATES (ANGSTROEM)
C 0.5122 -0.5874 -2.1564  -0.722
N -0.4376 -0.1427 -1.0375  -0.262
C 0.3093 0.2720 0.2410  -0.746
I 0.9623 2.3331 0.0953  0.249
C -0.5883 -0.0731 1.4678  0.719
N -0.2139 0.3891 2.6457  -0.334
O -1.4090 -0.8875 1.1808  -0.596
H 1.0580 0.3439 -2.6203  0.277
H 1.1899 -1.2028 -1.5886  0.338
H -0.2142 -1.1124 -2.7352  0.390
H -1.0029 -0.9723 -0.6492  0.454
H -1.0274 0.6163 -1.4524  0.403
H 1.2075 -0.3963 0.3552  0.364
H 0.4107 1.1993 2.7293  0.161
H -0.7565 0.2210 3.5246  0.306

Cartesian forces (eV/Å) of the 3 atoms listed first:
C 0.0 2.1 1.2
N 0.8 0.2 1.0
C 0.6 0.7 -0.2

Density functional theory data (ωB97M-V with the def2-TZVPD basis set) for one molecule with the formula C3H6O2S2.

Properties
lowest unoccupied orbital energy = -0.068 eV
charge = 0
HOMO level = -0.327 Eh
SMILES string = COC(=O)SSC
frontier orbital gap = 8.82 eV
ΔE to the lowest compared entry with this formula, charge and spin = 283.5 kJ/mol

Each line ends with the Mulliken charge.
CARTESIAN COORDINATES (ANGSTROEM)
C -0.0332 -2.6432 -0.7998  -0.699
O -0.1192 -1.1501 -0.5449  -0.188
C -0.4023 -0.8881 0.7191  0.606
O -0.5374 -1.7687 1.6082  -0.525
S -1.5902 0.5854 0.2627  -0.131
S 0.0318 1.5787 -0.6512  -0.032
C 0.4905 3.0906 0.3436  -0.808
H 0.5762 -3.0635 0.0312  0.292
H 0.2764 -2.7623 -1.8071  0.221
H -1.0091 -2.8900 -0.7042  0.351
H 0.0637 3.9480 0.0237  0.319
H 1.5833 2.9874 0.1013  0.261
H 0.6694 2.9759 1.4174  0.332

Cartesian forces (eV/Å) of the 3 atoms listed first:
C 2.6 2.4 1.7
O 2.1 -2.5 -0.3
C -4.4 -3.1 0.9